C20H26FN5O | wB97M-V/def2-TZVPD

Last column: Löwdin charge in e.
Cartesian coordinates (Å):
O -2.309 -0.537 -2.271  0.054
C -1.797 -1.430 -1.611  -0.420
N -2.537 -2.445 -1.095  -0.047
C -2.044 -3.500 -0.246  -0.121
H -2.670 -4.380 -0.428  0.123
C -2.140 -3.050 1.237  -0.130
N -2.969 -1.865 1.338  -0.099
C -2.350 -0.618 1.324  -0.229
C -1.187 -0.416 2.079  -0.020
C -0.548 0.806 2.105  -0.016
C -1.077 1.858 1.382  -0.289
C -2.246 1.711 0.663  0.000
C -2.878 0.483 0.642  -0.020
H -3.777 0.396 0.056  0.104
H -2.648 2.546 0.111  0.121
F -0.440 3.058 1.387  0.035
H 0.349 0.942 2.688  0.112
H -0.773 -1.218 2.667  0.110
C -4.208 -2.063 0.617  -0.128
H -4.891 -1.239 0.822  0.118
C -3.954 -2.223 -0.908  -0.107
H -4.517 -3.071 -1.311  0.123
H -4.220 -1.325 -1.467  0.112
H -4.658 -2.977 1.018  0.120
H -1.139 -2.839 1.602  0.089
H -2.584 -3.843 1.849  0.120
H -1.013 -3.736 -0.501  0.103
C -0.343 -1.408 -1.377  -0.160
C 0.551 -0.589 -2.049  0.033
N 1.732 -0.806 -1.447  -0.117
N 1.578 -1.683 -0.460  0.059
N 0.356 -2.047 -0.408  0.066
C 3.005 -0.211 -1.737  -0.099
H 3.771 -0.944 -1.472  0.132
H 3.049 -0.012 -2.811  0.133
C 3.255 1.089 -0.952  -0.303
C 3.400 0.809 0.550  -0.156
C 3.125 2.069 1.381  -0.191
C 3.517 3.320 0.604  -0.201
C 2.597 3.488 -0.611  -0.184
C 2.161 2.131 -1.180  -0.165
H 1.947 2.233 -2.246  0.115
H 1.244 1.802 -0.688  0.107
H 1.707 4.047 -0.320  0.105
H 3.115 4.065 -1.379  0.107
H 4.558 3.235 0.286  0.109
H 3.440 4.199 1.245  0.109
H 2.065 2.140 1.622  0.085
H 3.675 2.016 2.322  0.111
H 4.411 0.447 0.747  0.117
H 2.707 0.018 0.844  0.093
H 4.196 1.494 -1.339  0.145
H 0.409 0.075 -2.874  0.137

Results
* highest occupied orbital energy: -7.6 eV
* Kohn-Sham gap: 8.370 eV
* SMILES: O=C(c1cn(CC2CCCCC2)nn1)N1CCN(c2ccc(F)cc2)CC1
* molecular weight: 371.46 g/mol
* LUMO energy: 0.777 eV

---

C28H56O7 | wB97M-V/def2-TZVPD

Last column: Löwdin charge in e.
Cartesian coordinates (Å):
C -4.766 1.333 27.275  -0.150
C -4.647 2.332 26.135  -0.181
C -3.974 3.633 26.566  -0.181
O -3.364 3.059 27.736  -0.200
C -4.392 2.296 28.335  -0.253
H -3.981 0.609 27.190  0.124
H -5.701 1.193 27.548  0.066
H -5.722 2.610 25.913  0.121
H -4.222 1.871 25.212  0.121
H -4.606 4.574 26.894  0.140
H -3.025 3.852 25.956  0.137
H -5.172 2.822 28.915  0.139
H -3.727 1.781 29.014  0.122
C -2.477 7.626 30.854  -0.188
C -2.311 6.204 31.217  -0.206
C -3.528 5.582 30.642  -0.210
O -4.516 6.578 30.715  -0.106
C -3.863 7.767 30.315  -0.241
H -1.793 8.125 29.930  0.169
H -2.330 8.213 31.655  0.046
H -2.214 6.040 32.285  0.107
H -1.386 5.925 30.707  0.086
H -3.833 4.642 31.268  0.160
H -3.079 5.268 29.571  0.139
H -4.393 8.776 30.668  0.160
H -3.689 7.971 29.316  0.068
C 1.352 6.043 32.691  -0.134
C 2.930 5.863 32.854  -0.137
C 3.099 4.374 32.965  -0.180
O 1.856 3.806 32.430  -0.157
C 0.897 4.631 32.950  -0.299
H 1.083 6.363 31.714  0.098
H 1.047 6.637 33.385  0.034
H 3.533 6.345 33.647  0.124
H 3.327 6.110 31.970  0.053
H 3.079 3.847 34.109  0.180
H 3.850 4.056 32.207  0.126
H 0.738 4.488 34.166  0.164
H -0.172 4.647 32.513  0.124
C -1.583 11.979 32.044  -0.141
C -1.697 11.759 30.437  -0.105
C -3.211 12.132 30.154  -0.205
O -3.536 12.938 31.247  -0.160
C -3.005 12.417 32.473  -0.184
H -0.765 12.865 32.116  0.140
H -1.116 11.288 32.675  0.060
H -1.294 10.848 30.156  0.054
H -1.128 12.576 29.935  0.105
H -3.851 11.380 30.323  0.044
H -3.338 12.518 29.063  0.151
H -3.571 11.511 32.782  0.102
H -2.892 13.049 33.404  0.140
C -1.167 5.985 27.692  -0.157
C 0.144 5.300 28.121  -0.161
C 1.288 6.110 27.436  -0.161
O 0.635 7.126 26.651  -0.145
C -0.681 6.703 26.416  -0.220
H -1.383 6.803 28.532  0.107
H -2.098 5.394 27.830  0.084
H -0.092 4.401 27.823  0.034
H 0.065 5.079 29.264  0.130
H 1.884 5.422 26.665  0.148
H 2.029 6.400 28.204  0.109
H -0.671 6.000 25.616  0.102
H -1.293 7.625 26.143  0.145
C -6.272 9.749 28.541  -0.209
C -6.510 8.379 28.897  -0.183
C -5.866 7.599 27.675  -0.139
O -4.692 8.426 27.377  -0.224
C -5.192 9.806 27.389  -0.143
H -6.094 10.450 29.337  0.093
H -7.230 10.137 28.138  0.116
H -7.605 8.074 28.739  0.138
H -6.072 8.068 29.864  0.084
H -6.395 7.559 26.749  0.103
H -5.348 6.616 27.884  0.118
H -5.661 9.980 26.436  0.090
H -4.343 10.636 27.426  0.143
C -2.532 7.969 35.054  -0.199
C -3.808 8.353 34.561  -0.225
C -4.158 9.640 35.231  -0.244
O -2.893 10.128 35.353  -0.151
C -1.990 9.150 35.884  -0.128
H -1.768 7.683 34.368  0.096
H -2.363 7.162 35.616  0.073
H -4.696 7.721 34.624  0.118
H -3.945 8.564 33.407  0.139
H -4.581 9.209 36.269  0.170
H -4.745 10.223 34.511  0.128
H -2.265 8.866 36.869  0.097
H -0.884 9.280 35.915  0.140

Results
* highest occupied orbital energy: -9.5 eV
* Kohn-Sham gap: 10.152 eV
* SMILES: C1CCOC1.C1CCOC1.C1CCOC1.C1CCOC1.C1CCOC1.C1CCOC1.C1CCOC1
* molecular weight: 504.75 g/mol
* LUMO energy: 0.623 eV

---

C6H6BrN4 | wB97M-V/def2-TZVPD

Last column: Löwdin charge in e.
Cartesian coordinates (Å):
C -1.496 -1.849 0.000  -0.038
C -2.010 -0.582 0.000  -0.642
C 0.205 -0.440 0.000  -0.107
C 0.312 2.249 0.000  -0.078
C -0.922 1.652 0.000  -0.017
C 1.458 0.251 0.000  -0.291
N 1.456 1.571 0.000  0.144
N -0.944 0.292 0.000  0.000
N -0.140 -1.751 0.000  0.154
N 2.636 -0.382 0.000  0.185
Br -3.784 -0.001 0.000  0.887
H -2.015 -2.787 0.000  0.143
H 0.409 3.324 0.000  0.127
H -1.862 2.176 0.000  0.108
H 0.493 -2.536 0.000  0.181
H 2.741 -1.380 -0.001  0.112
H 3.462 0.195 0.000  0.130

Results
* highest occupied orbital energy: -12.7 eV
* total charge: +1
* Kohn-Sham gap: 8.712 eV
* SMILES: Nc1nccn2c(Br)c[nH+]c12
* molecular weight: 214.05 g/mol
* LUMO energy: -3.969 eV

---

C3H5NO3 | wB97M-V/def2-TZVPD

Last column: Löwdin charge in e.
Cartesian coordinates (Å):
N -1.346 -0.948 0.111  0.176
C -0.639 -0.289 1.063  -0.510
O -0.630 -0.604 2.239  0.058
C 0.148 0.942 0.586  -0.064
O 1.388 0.591 -0.061  0.000
C 1.343 0.076 -1.286  -0.328
O 0.352 -0.119 -1.948  0.054
H -1.219 -0.732 -0.868  0.079
H -1.761 -1.829 0.374  0.117
H -0.452 1.586 -0.066  0.135
H 0.455 1.485 1.478  0.133
H 2.362 -0.158 -1.621  0.151

Results
* highest occupied orbital energy: -10.1 eV
* Kohn-Sham gap: 10.877 eV
* SMILES: NC(=O)COC=O
* molecular weight: 103.08 g/mol
* LUMO energy: 0.799 eV

---

C12H37BN3O3Ti | wB97M-V/def2-TZVPD

Last column: Löwdin charge in e.
Cartesian coordinates (Å):
Ti 26.442 11.066 -21.541  0.535
B 26.603 13.055 -20.238  -0.419
H 25.739 12.878 -20.860  -0.088
H 27.482 12.766 -20.793  -0.077
H 26.694 14.076 -19.902  -0.040
H 26.572 12.356 -19.416  -0.046
C 30.530 8.935 -21.537  -0.069
C 29.018 8.851 -21.263  -0.358
C 28.720 8.476 -19.757  -0.139
O 29.180 7.155 -19.394  -0.194
C 29.434 6.769 -18.063  -0.107
N 28.663 10.232 -21.527  -0.041
H 30.957 7.933 -21.578  0.075
H 31.105 9.368 -20.718  0.084
H 30.921 9.481 -22.395  0.080
H 28.498 8.182 -21.949  0.137
H 27.657 8.466 -19.518  0.093
H 29.140 9.216 -19.076  0.127
H 28.465 6.645 -17.580  0.069
H 30.048 7.454 -17.478  0.087
H 29.922 5.799 -17.974  0.088
H 29.119 10.782 -20.814  0.094
H 29.134 10.493 -22.382  0.060
C 27.712 11.424 -24.827  -0.033
C 26.161 11.521 -24.750  -0.393
C 25.470 10.160 -24.788  -0.213
O 25.990 9.368 -25.863  -0.205
C 25.820 7.959 -25.763  -0.093
N 25.794 12.190 -23.504  -0.021
H 28.061 10.913 -25.724  0.080
H 28.015 10.835 -23.962  0.036
H 28.150 12.418 -24.733  0.082
H 25.763 12.080 -25.597  0.135
H 24.385 10.238 -24.856  0.123
H 25.581 9.623 -23.846  0.076
H 26.337 7.634 -26.665  0.090
H 24.780 7.662 -25.627  0.088
H 26.466 7.586 -24.969  0.078
H 26.283 13.058 -23.340  0.091
H 24.835 12.500 -23.446  0.095
C 23.595 10.653 -19.973  -0.049
C 24.498 9.430 -19.725  -0.434
C 23.657 8.278 -19.115  -0.161
O 24.357 7.069 -18.774  -0.174
C 25.261 7.188 -17.747  -0.138
N 25.129 9.118 -20.993  -0.019
H 22.963 10.431 -20.833  0.086
H 24.215 11.517 -20.209  0.038
H 23.054 10.927 -19.067  0.088
H 25.289 9.758 -19.051  0.127
H 22.867 8.043 -19.829  0.130
H 23.177 8.709 -18.237  0.121
H 25.855 6.274 -17.734  0.090
H 24.734 7.252 -16.795  0.095
H 25.984 7.991 -17.892  0.071
H 24.459 8.688 -21.615  0.089
H 25.686 8.294 -20.820  0.073

Results
* highest occupied orbital energy (alpha / beta): -3.9 / -9.8 eV
* spin multiplicity: 4
* Kohn-Sham gap (alpha / beta): 4.338 / 10.199 eV
* molecular weight: 330.12 g/mol
* LUMO energy (alpha / beta): 0.472 / 0.397 eV

---

C4H5NO | wB97M-V/def2-TZVPD

Last column: Löwdin charge in e.
Cartesian coordinates (Å):
O -0.727 1.483 -0.665  0.006
C -0.924 0.327 0.074  -0.322
C -0.445 -0.940 -0.513  -0.049
C 0.311 -0.337 0.681  -0.195
C 1.544 0.387 0.543  -0.200
N 2.504 1.023 0.403  0.157
H 0.220 1.668 -0.772  0.088
H -1.863 0.373 0.617  0.150
H -0.997 -1.831 -0.211  0.115
H 0.034 -0.958 -1.477  0.119
H 0.342 -1.196 1.318  0.130

Results
* highest occupied orbital energy: -10.5 eV
* Kohn-Sham gap: 11.251 eV
* SMILES: N#C[C@@H]1C[C@@H]1O
* molecular weight: 83.09 g/mol
* LUMO energy: 0.777 eV

---

C3H12N6 | wB97M-V/def2-TZVPD

Last column: Löwdin charge in e.
Cartesian coordinates (Å):
C -0.043 -1.898 0.017  -0.374
C -0.610 1.663 -0.578  -0.168
C 1.060 0.696 1.137  -0.032
N 0.140 -3.040 -0.709  0.226
N -0.673 -1.936 1.187  0.252
N -0.329 2.907 -0.156  0.277
N 0.101 0.402 0.131  -0.112
N -1.401 1.337 -1.545  0.277
N 0.268 -0.752 -0.538  0.085
H 0.656 1.407 1.743  0.067
H 1.216 -0.248 1.748  0.133
H 1.985 1.044 0.756  0.102
H 0.262 -3.872 -0.186  0.124
H 0.330 -3.065 -1.743  0.176
H -1.157 -2.729 1.417  0.107
H -0.835 -1.203 1.931  0.183
H 0.441 3.005 0.443  0.110
H -0.637 3.767 -0.483  0.135
H -1.702 2.083 -2.019  0.102
H -1.637 0.437 -1.920  0.157
H 0.972 -0.687 -1.222  0.174

Results
* highest occupied orbital energy: -18.4 eV
* total charge: +2
* Kohn-Sham gap: 11.501 eV
* SMILES: CN([NH+]=C(N)N)C(N)=[NH2+]
* molecular weight: 132.17 g/mol
* LUMO energy: -6.858 eV

---

Quick rundown of largest force on an atom, same order as above: 0.025, 0.132, 0.018, 0.011, 0.092, 0.032, 0.114 hartree/bohr
Quick rundown of DFT total energy, same order as above: -1226.593757, -1626.610492, -3025.056402, -397.811435, -1743.467517, -285.346588, -449.409938 hartree
Quick rundown of relative energy (zero: lowest compared OMol25 entry of this formula, charge and spin), same order as above: 0.0000, 11.1478, 0.0000, 0.6873, 1.8032, 1.8503, 0.0000 eV